1.
# C8H5NO3S

One molecule with the formula C8H5NO3S at a distorted geometry (ωB97M-V/def2-TZVPD, the Open Molecules 2025 dataset).

Structure (XYZ):
```
18
Properties=species:S:1:pos:R:3:forces:R:3:lowdin_charge:R:1
C 0.218 -1.822 -1.918 0.280 0.101 -1.329 -0.062
C -1.099 -1.922 -1.548 -0.763 0.191 1.139 -0.064
C 1.031 -0.887 -1.270 1.213 0.451 -1.969 0.002
C -1.614 -1.208 -0.451 0.436 0.417 -0.060 -0.054
C 0.537 -0.129 -0.230 -1.100 -1.930 -0.382 -0.174
C -0.780 -0.359 0.259 0.643 -0.056 -0.888 -0.260
C 1.280 0.917 0.376 -0.038 2.610 2.559 -0.320
C 0.927 2.119 2.449 1.051 -0.593 1.220 -0.393
N 0.310 1.469 1.466 0.156 -1.759 -3.611 -0.114
O 2.403 1.361 0.220 -2.091 -1.067 -0.001 0.118
O 0.374 2.384 3.483 0.214 0.925 0.673 0.036
O -2.188 1.683 0.574 -2.053 2.116 -1.353 -0.429
S -1.439 0.859 1.444 4.013 -1.414 0.842 1.053
H 0.527 -2.304 -2.883 -0.018 0.377 1.280 0.129
H -1.831 -2.507 -2.070 0.093 -0.383 -0.473 0.107
H 1.996 -0.583 -1.797 -1.184 -0.590 1.262 0.156
H -2.685 -1.213 -0.291 0.051 -0.181 0.330 0.116
H 2.033 2.141 2.188 -0.902 0.786 0.760 0.153
```
Forces are in eV/Å.

Output
Molar mass (u): 195.2
Gap between HOMO and LUMO (hartree): 0.3306
LUMO energy (eV): -0.940
Total charge: 0
Energy above the lowest of the compared OMol25 structures with the same formula, charge and spin (kcal per mole): 44.9
DFT total energy (eV): -26843.1851
Largest force on an atom (eV/A): 4.34

2.
# C36H47AsCrN6O2

C36H47AsCrN6O2 as an isolated structure at a distorted geometry (ωB97M-V/def2-TZVPD, the Open Molecules 2025 dataset).

Structure (XYZ):
```
93
Properties=species:S:1:pos:R:3:forces:R:3:lowdin_charge:R:1
Cr -0.310 0.177 0.312 -1.300 0.379 1.573 0.666
C -1.026 -4.228 0.833 -0.653 -0.267 0.640 -0.050
O 0.065 -3.925 -0.036 0.763 0.411 -0.771 0.077
C 0.132 -2.609 -0.122 -1.512 -0.143 1.184 -0.300
N -0.753 -1.906 0.529 0.944 -0.436 -0.557 0.088
C -1.722 -2.863 1.076 -0.466 -0.468 0.027 -0.217
C -2.187 -2.691 2.505 0.116 0.174 -0.103 -0.186
C -1.997 -1.515 3.213 0.047 -0.032 -0.215 -0.093
C -2.533 -1.375 4.483 0.009 0.059 -0.004 -0.077
C -3.277 -2.396 5.046 0.016 0.049 0.034 -0.059
C -3.448 -3.581 4.349 -0.059 -0.148 -0.026 -0.050
C -2.901 -3.736 3.088 0.050 0.240 -0.040 -0.022
C 1.061 -1.954 -1.013 0.711 0.674 -0.801 -0.165
C 1.948 -2.559 -1.901 -0.239 0.294 0.200 0.071
C 2.640 -1.746 -2.795 -0.168 -0.011 0.187 0.024
C 2.439 -0.371 -2.787 -0.249 0.178 0.357 0.075
C 1.555 0.159 -1.852 0.257 -1.442 -0.006 -0.132
N 0.890 -0.619 -0.970 1.650 -1.069 -1.838 0.025
C 1.170 1.533 -1.673 -0.883 1.649 0.832 -0.276
N 0.356 1.842 -0.698 0.881 -0.073 -1.161 0.065
C 0.205 3.301 -0.722 0.051 0.589 0.034 -0.220
C 0.911 3.694 -2.049 -0.468 0.832 0.231 -0.028
O 1.591 2.508 -2.457 0.539 -1.203 -0.136 0.085
C -1.216 3.808 -0.679 0.011 0.008 0.124 -0.205
C -1.491 5.034 -0.081 0.014 -0.150 -0.084 -0.041
C -2.777 5.551 -0.116 -0.007 0.065 -0.002 -0.061
C -3.789 4.862 -0.764 -0.036 0.019 0.011 -0.064
C -3.516 3.644 -1.366 0.039 -0.015 -0.067 -0.067
C -2.237 3.117 -1.318 0.145 0.034 -0.022 -0.049
H -0.624 -4.644 1.762 -0.013 0.048 -0.147 0.143
H -1.651 -4.973 0.339 0.068 0.119 0.076 0.147
H -2.621 -2.777 0.444 0.214 -0.082 0.038 0.162
H -1.435 -0.705 2.758 -0.092 -0.064 0.131 0.066
H -2.372 -0.459 5.032 -0.010 0.131 0.069 0.110
H -3.728 -2.269 6.017 0.012 -0.023 0.115 0.114
H -4.018 -4.387 4.782 -0.063 -0.090 0.071 0.115
H -3.052 -4.659 2.548 -0.066 -0.137 -0.038 0.122
H 2.078 -3.631 -1.895 -0.043 -0.068 -0.018 0.141
H 3.314 -2.187 -3.511 0.120 -0.052 -0.068 0.132
H 2.952 0.285 -3.473 0.016 0.040 -0.097 0.141
H 0.761 3.707 0.137 -0.131 -0.046 -0.148 0.150
H 1.644 4.492 -1.939 -0.051 -0.091 0.019 0.147
H 0.196 3.968 -2.832 0.113 -0.115 0.143 0.150
H -0.699 5.606 0.384 0.084 0.007 0.066 0.118
H -2.983 6.507 0.339 -0.010 0.121 0.048 0.115
H -4.780 5.285 -0.825 -0.073 0.022 0.035 0.116
H -4.294 3.124 -1.903 -0.106 -0.103 -0.023 0.116
H -2.018 2.168 -1.790 -0.042 -0.079 -0.080 0.116
C -1.722 3.750 4.194 -0.042 0.066 -0.237 -0.131
C -0.616 3.722 3.151 -0.083 0.089 0.246 -0.165
N -0.771 2.481 2.419 0.251 0.053 -0.237 0.077
C -1.983 2.035 1.992 0.314 -0.461 -0.011 -0.363
N -1.952 1.020 1.142 -0.343 0.386 0.233 -0.072
C -3.230 0.499 0.670 -0.301 -0.033 0.077 -0.199
C -4.326 0.644 1.721 0.198 0.105 -0.167 -0.121
C -4.407 2.112 2.113 -0.314 -0.341 -0.284 -0.120
N -3.092 2.582 2.511 0.175 -0.112 -0.001 -0.006
C -3.055 3.684 3.462 0.136 0.328 0.279 -0.124
H -1.675 4.656 4.795 -0.013 0.041 0.002 0.128
H -1.611 2.890 4.856 0.002 0.002 0.044 0.122
H 0.372 3.730 3.613 -0.031 0.016 -0.033 0.120
H -0.706 4.586 2.481 0.078 -0.012 0.130 0.107
H 0.010 2.138 1.869 -0.180 0.153 0.317 0.056
H -3.086 -0.552 0.404 -0.105 0.053 -0.020 0.094
H -3.525 1.040 -0.236 -0.051 -0.148 -0.018 0.103
H -4.073 0.037 2.592 -0.075 0.030 0.011 0.105
H -5.281 0.304 1.328 -0.045 0.006 -0.018 0.129
H -5.092 2.249 2.951 0.096 0.020 -0.015 0.132
H -4.782 2.714 1.276 0.020 -0.023 0.086 0.127
H -3.869 3.533 4.176 0.069 0.033 -0.102 0.132
H -3.240 4.627 2.934 -0.043 -0.059 0.057 0.130
C 3.249 2.153 3.025 -0.138 -0.204 0.024 -0.161
C 2.488 1.033 3.723 -0.171 -0.239 -0.223 -0.411
As 1.615 -0.265 2.479 0.538 -0.011 0.454 1.241
C 3.204 -0.914 1.473 -0.096 0.045 0.148 -0.416
C 4.384 -1.442 2.280 -0.070 0.033 -0.014 -0.143
C 1.141 -1.707 3.776 0.048 0.113 -0.111 -0.402
C 2.154 -2.214 4.797 0.106 0.107 -0.110 -0.137
H 3.645 2.841 3.770 0.035 0.101 -0.034 0.082
H 2.605 2.717 2.346 0.031 0.058 -0.065 0.049
H 4.092 1.758 2.461 0.026 0.061 -0.087 0.065
H 1.694 1.443 4.357 0.029 -0.146 -0.052 0.064
H 3.173 0.476 4.369 -0.188 0.004 -0.057 0.055
H 3.527 -0.060 0.867 -0.169 -0.005 0.033 0.059
H 2.870 -1.685 0.771 -0.047 0.100 0.064 0.041
H 4.571 -0.841 3.169 0.087 -0.022 0.008 0.064
H 5.283 -1.429 1.666 0.086 -0.009 0.027 0.080
H 4.216 -2.470 2.589 0.011 -0.028 0.090 0.064
H 0.772 -2.546 3.179 -0.114 0.118 0.004 0.055
H 0.286 -1.306 4.329 0.043 -0.017 -0.269 0.048
H 2.954 -2.798 4.348 0.027 0.034 0.004 0.058
H 1.632 -2.859 5.505 0.020 -0.023 0.007 0.082
H 2.595 -1.403 5.372 0.061 0.007 0.027 0.065
```
Forces are in eV/Å.

Output
Molar mass (u): 722.7
Gap between HOMO and LUMO (alpha / beta) (hartree): 0.2419 / 0.2624
LUMO energy (alpha / beta) (eV): -6.389 / -6.692
<S²>: 6.022
Multiplicity: 5
Total charge: +2
Energy above the lowest of the compared OMol25 structures with the same formula, charge and spin (kcal per mole): 2.3
DFT total energy (eV): -140380.5442
Largest force on an atom (eV/A): 2.69

3.
# C2H3NO2S

One molecule with the formula C2H3NO2S at a distorted geometry (ωB97M-V/def2-TZVPD, the Open Molecules 2025 dataset).

Structure (XYZ):
```
9
Properties=species:S:1:pos:R:3:forces:R:3:lowdin_charge:R:1
O -1.875 1.574 -0.076 -0.565 1.038 -0.225 0.012
C -1.235 0.566 -0.048 -1.930 -0.508 0.431 -0.789
S -2.178 -0.970 -0.009 1.323 -0.194 -0.028 0.811
C 0.198 0.662 0.057 1.122 -0.197 0.418 -0.134
N 0.857 -0.412 -0.073 0.421 0.600 -0.185 -0.009
O 2.217 -0.210 -0.012 -0.334 -0.374 -0.025 -0.017
H -1.087 -1.787 0.119 -0.620 0.325 -0.110 -0.128
H 0.588 1.671 0.293 0.055 -0.696 -0.377 0.155
H 2.515 -1.093 -0.252 0.528 0.005 0.100 0.099
```
Forces are in eV/Å.

Output
Molar mass (u): 105.1
Gap between HOMO and LUMO (hartree): 0.3640
LUMO energy (eV): -0.101
Total charge: 0
Energy above the lowest of the compared OMol25 structures with the same formula, charge and spin (kcal per mole): 59.3
DFT total energy (eV): -18540.8793
SMILES: O=C(S)/C=N/O
Largest force on an atom (eV/A): 2.04

4.
# C15H17BeCl3N2O2

C15H17BeCl3N2O2 as an isolated structure at a distorted geometry (ωB97M-V/def2-TZVPD, the Open Molecules 2025 dataset).

Structure (XYZ):
```
40
Properties=species:S:1:pos:R:3:forces:R:3:lowdin_charge:R:1
C 0.041 0.035 1.736 -1.082 -0.190 -0.700 -0.160
C 2.406 -1.451 -0.070 0.263 0.075 0.238 -0.161
H -0.114 0.893 2.415 -0.151 -0.314 0.179 -0.011
H 1.074 -0.282 1.897 -0.280 0.297 -0.212 -0.033
H -0.585 -0.825 2.033 0.063 0.271 0.415 -0.014
H 2.482 -0.819 -0.948 0.207 0.163 -0.091 0.042
H 2.313 -0.790 0.794 0.029 -0.162 -0.331 0.036
H 3.345 -1.983 0.051 0.159 -0.169 -0.155 0.065
C -3.155 0.717 1.227 0.430 -0.037 -0.572 -0.043
C -4.539 0.711 1.137 -0.267 0.077 -0.134 -0.035
C -5.147 0.606 -0.121 0.428 0.150 0.401 -0.030
C -4.325 0.444 -1.231 0.203 0.043 -0.452 0.007
H -2.664 0.798 2.205 0.020 0.036 -0.612 0.130
H -5.134 0.828 2.047 0.250 -0.088 -0.385 0.117
H -6.237 0.678 -0.210 0.528 -0.150 -0.074 0.121
H -4.746 0.366 -2.233 0.003 -0.077 0.383 0.109
N -2.358 0.621 0.131 -1.334 -0.034 -0.386 0.096
C -2.930 0.431 -1.098 -0.609 0.419 1.579 -0.141
C -1.987 0.217 -2.203 1.595 -0.388 -1.127 -0.161
N -0.683 0.052 -1.811 -1.585 0.304 0.035 0.128
C 0.242 -0.136 -2.738 0.270 -0.210 -0.293 -0.081
C -1.352 -0.086 -4.538 0.143 -0.028 0.626 -0.039
C -0.027 -0.227 -4.113 -0.752 0.147 0.430 -0.025
H 1.265 -0.262 -2.379 -0.337 0.132 -0.061 0.107
H 0.784 -0.410 -4.806 -0.092 0.027 0.032 0.109
C -2.339 0.148 -3.563 -0.676 0.174 0.277 0.007
H -3.412 0.293 -3.838 1.181 -0.187 0.074 0.119
H -1.609 -0.173 -5.597 0.030 0.114 0.449 0.115
Be -0.647 0.737 0.180 1.732 -1.105 0.646 0.122
C 1.224 -2.387 -0.194 -0.226 -0.154 -0.613 -0.173
H 1.255 -2.990 -1.116 0.191 0.135 0.232 0.069
H 0.301 -1.811 -0.249 -0.031 -0.107 0.238 0.024
H 1.169 -3.081 0.635 -0.110 -0.090 0.256 0.065
Cl 0.163 4.888 2.129 0.006 0.116 0.039 0.608
C 1.026 4.009 0.874 0.023 -0.440 -0.567 -1.476
Cl 1.798 5.150 -0.283 0.000 -0.268 0.469 0.585
Cl 2.244 2.947 1.638 -0.286 0.457 -0.339 0.601
C -0.027 3.200 0.007 -0.234 -0.707 -0.743 -0.720
O -0.984 3.798 -0.450 0.485 -0.181 0.599 0.030
O 0.267 1.946 -0.190 -0.188 1.949 0.252 -0.107
```
Forces are in eV/Å.

Output
Molar mass (u): 372.7
Gap between HOMO and LUMO (hartree): 0.2546
LUMO energy (eV): -1.129
Total charge: 0
DFT total energy (eV): -60877.0306
Largest force on an atom (eV/A): 2.15

5.
# C20H19IIrN5O3Te4

C20H19IIrN5O3Te4 as an isolated structure (ωB97M-V/def2-TZVPD, the Open Molecules 2025 dataset).

Structure (XYZ):
```
53
Properties=species:S:1:pos:R:3:forces:R:3:lowdin_charge:R:1
Ir -1.095 0.421 -0.424 -0.245 0.233 0.263 0.713
O -0.301 1.138 3.714 0.005 -0.029 0.050 0.092
C -0.733 0.815 2.633 0.110 0.052 -0.157 -0.513
N -0.662 1.498 1.443 0.016 -0.029 -0.009 -0.070
C -0.145 2.770 1.391 -0.084 -0.120 0.041 -0.506
O 0.291 3.441 2.295 0.037 0.038 -0.003 0.100
C -0.196 3.371 -0.005 0.013 0.090 -0.025 -0.205
C 0.401 4.600 -0.236 -0.033 -0.014 -0.002 0.030
C 0.313 5.153 -1.502 0.003 0.007 0.011 -0.021
C -0.386 4.475 -2.491 -0.014 -0.003 -0.017 -0.032
C -0.956 3.255 -2.180 -0.043 0.027 0.004 -0.155
N -0.848 2.714 -0.966 0.143 -0.089 0.044 -0.079
C -1.457 -0.514 2.500 -0.075 -0.039 0.086 -0.199
C -1.480 -1.391 3.574 -0.030 0.019 -0.007 0.028
C -2.167 -2.585 3.440 0.003 0.018 -0.003 -0.024
C -2.829 -2.857 2.249 -0.015 -0.009 -0.006 -0.036
C -2.762 -1.927 1.229 -0.046 0.013 0.020 -0.155
N -2.080 -0.789 1.355 0.139 -0.014 -0.040 -0.076
H 0.907 5.090 0.584 0.002 -0.008 0.002 0.130
H 0.774 6.109 -1.716 0.001 0.000 -0.001 0.119
H -0.493 4.883 -3.487 -0.005 -0.003 0.001 0.115
H -1.522 2.687 -2.910 0.017 -0.013 -0.004 0.105
H -0.968 -1.107 4.482 0.006 0.003 -0.005 0.129
H -2.201 -3.292 4.258 0.002 0.000 0.003 0.118
H -3.396 -3.768 2.115 -0.001 0.005 -0.004 0.114
H -3.267 -2.081 0.281 0.016 -0.009 -0.008 0.106
Te -1.673 -0.835 -2.613 0.050 -0.068 -0.032 0.345
Te -4.135 -0.525 -3.481 -0.065 0.015 -0.042 0.105
Te -5.432 1.257 -1.802 0.035 -0.018 0.000 0.123
Te -3.677 1.661 0.075 0.065 -0.066 -0.078 0.411
C 0.484 -5.117 0.181 0.007 -0.035 0.031 -0.028
N 0.853 -3.726 0.396 0.034 -0.024 0.020 -0.162
C 1.982 -3.390 1.255 0.001 0.064 0.046 -0.025
C 0.097 -2.744 -0.074 -0.099 -0.016 -0.078 -0.357
O 0.307 -1.547 0.146 0.090 0.037 -0.051 -0.175
H 1.384 -5.722 0.094 0.009 0.010 -0.036 0.094
H -0.078 -5.213 -0.747 -0.039 0.011 0.022 0.092
H -0.118 -5.502 1.006 0.035 -0.010 0.008 0.096
H 2.509 -4.299 1.527 -0.019 -0.026 -0.023 0.094
H 1.640 -2.883 2.158 -0.001 0.000 0.004 0.087
H 2.661 -2.717 0.731 -0.010 -0.007 0.016 0.076
H -0.749 -3.080 -0.690 0.016 -0.012 0.013 0.102
I 2.625 0.559 1.595 -0.064 0.011 -0.043 1.102
C 2.581 0.864 -0.473 -0.013 -0.064 -0.037 -0.729
C 3.810 1.125 -1.074 0.000 0.001 0.009 -0.133
C 3.856 1.354 -2.435 -0.006 -0.011 -0.008 -0.045
C 2.672 1.312 -3.155 0.007 -0.008 -0.002 -0.043
C 1.505 1.044 -2.473 -0.004 0.021 -0.032 -0.183
N 1.437 0.821 -1.152 0.035 0.026 0.061 -0.027
H 4.705 1.148 -0.470 0.003 0.009 -0.004 0.091
H 4.800 1.559 -2.923 0.002 0.004 0.002 0.119
H 2.648 1.480 -4.222 0.001 0.000 0.000 0.114
H 0.564 1.007 -3.007 0.008 0.028 0.000 0.028
```
Forces are in eV/Å.

Output
Molar mass (u): 1206.9
Gap between HOMO and LUMO (alpha / beta) (hartree): 0.2243 / 0.2211
LUMO energy (alpha / beta) (eV): -3.614 / -5.112
<S²>: 8.780
Multiplicity: 6
Total charge: +1
Energy above the lowest of the compared OMol25 structures with the same formula, charge and spin (kcal per mole): 16.0
DFT total energy (eV): -74747.8465
Largest force on an atom (eV/A): 0.43

6.
# H2NO3PS

One molecule with the formula H2NO3PS at a distorted geometry (ωB97M-V/def2-TZVPD, the Open Molecules 2025 dataset).

Structure (XYZ):
```
8
Properties=species:S:1:pos:R:3:forces:R:3:lowdin_charge:R:1
N -0.342 -0.504 -1.174 0.155 0.009 -0.033 -0.157
O -1.188 0.281 1.385 0.082 -0.053 0.370 -0.464
O 1.202 -0.862 0.741 0.588 -0.464 0.138 -0.617
O 0.620 1.739 0.725 -0.015 -0.128 0.585 -0.476
P 1.212 -0.783 -0.753 -0.435 -0.284 -0.529 0.815
S 0.154 0.746 1.672 -0.520 0.997 -0.211 0.827
H -0.609 -0.333 -2.128 0.040 0.013 -0.190 0.047
H -1.048 -0.284 -0.468 0.105 -0.091 -0.129 0.024
```
Forces are in eV/Å.

Output
Molar mass (u): 127.1
Gap between HOMO and LUMO (hartree): 0.3530
LUMO energy (eV): -0.755
Total charge: 0
Energy above the lowest of the compared OMol25 structures with the same formula, charge and spin (kcal per mole): 8.8
DFT total energy (eV): -27789.5057
Largest force on an atom (eV/A): 1.14

7.
# C4H10N6

A 2-piece molecular cluster, C4H10N6 overall at a distorted geometry (ωB97M-V/def2-TZVPD, the Open Molecules 2025 dataset).

Structure (XYZ):
```
20
Properties=species:S:1:pos:R:3:forces:R:3:lowdin_charge:R:1
C -3.411 1.092 0.153 0.653 2.080 1.021 -0.156
C 2.189 0.017 -1.255 -0.168 0.808 3.426 -0.040
C 0.411 1.005 0.361 -0.811 0.879 0.074 -0.262
C 0.906 -0.277 -0.287 1.198 0.432 -1.375 -0.402
N -2.946 -0.069 -0.277 -0.618 -0.667 -0.026 -0.036
N -4.732 0.817 0.428 3.711 -0.637 -1.520 -0.016
N -3.943 -1.009 -0.334 0.477 -0.128 -0.025 -0.009
N -4.959 -0.444 0.076 -3.695 -1.684 0.535 -0.061
N -0.204 -0.765 -1.080 -1.036 -0.483 -1.390 -0.017
N 0.848 1.475 1.458 -0.287 1.950 -0.333 0.073
H 2.972 0.637 -0.572 -1.992 -0.693 -2.239 0.125
H 2.730 -0.904 -1.390 -0.105 -0.546 -0.475 0.042
H 1.747 0.391 -2.203 1.049 0.383 0.621 0.070
H -0.435 1.506 -0.218 1.096 -0.446 0.461 0.111
H 1.151 -1.059 0.394 0.405 -0.176 0.984 0.122
H -0.194 -1.711 -1.448 0.576 -0.651 1.159 0.098
H -0.106 -0.352 -1.990 -0.450 1.134 -0.464 0.068
H -2.005 -0.458 -0.502 -0.159 1.126 0.012 0.073
H -5.430 1.430 0.792 -0.303 0.005 -0.011 0.118
H 0.473 2.492 1.648 0.458 -2.686 -0.435 0.096
```
Forces are in eV/Å.

Output
Molar mass (u): 142.2
Gap between HOMO and LUMO (hartree): 0.3626
LUMO energy (eV): 0.827
Total charge: 0
Energy above the lowest of the compared OMol25 structures with the same formula, charge and spin (kcal per mole): 40.3
DFT total energy (eV): -13246.9508
Largest force on an atom (eV/A): 4.10